No. 1
9
Properties=species:S:1:pos:R:3:forces:R:3 method="wB97M-V/def2-TZVPD" charge=0 smiles="F[C@H](Cl)/C=N/S" e_lumo_ev=0.272 gap_ev=9.6892 e_above_lowest_kcal_mol=25.00
F 1.3002 1.5250 -0.3256 -0.25 0.45 0.30
C 1.1490 0.4913 0.5156 0.40 -0.98 -0.18
Cl 2.1081 -0.8729 -0.2330 -0.32 0.03 0.28
C -0.2768 0.0329 0.7062 0.30 -0.13 -0.35
N -1.1324 0.3275 -0.1869 0.62 -0.21 0.85
S -2.6856 -0.2993 -0.0706 -0.26 0.25 -0.21
H 1.6468 0.6276 1.4783 -0.05 0.49 -0.19
H -0.3748 -0.6163 1.6102 -0.40 0.37 -0.71
H -3.1499 0.4526 -1.0895 -0.03 -0.25 0.20

---

No. 2
21
Properties=species:S:1:pos:R:3:forces:R:3 method="wB97M-V/def2-TZVPD" charge=0 e_lumo_ev=1.097 gap_ev=8.4384 e_above_lowest_kcal_mol=127.75
C 1.0573 -1.4847 2.3522 1.28 -0.41 1.09
C -0.3334 1.7351 -1.7034 1.96 0.34 -1.64
C -1.7496 1.6362 -2.2379 3.73 0.26 -2.98
C 2.2326 0.1809 0.8798 2.26 -1.81 4.47
C -0.8367 -1.7346 0.3827 1.45 3.23 -2.53
N 0.0781 1.7553 -0.5372 1.80 0.84 0.61
N 1.1437 -0.8239 1.1940 -1.46 2.09 1.03
N 0.2305 -0.6855 0.2873 0.03 -2.21 -0.37
H 0.3345 -2.3045 2.5811 0.53 1.22 -0.74
H 1.8020 -1.2513 3.1677 -0.68 -0.35 -1.46
H 0.6161 1.7019 -2.3747 -2.08 0.11 0.03
H -1.7250 2.0740 -3.3206 -0.49 -1.26 1.90
H -2.2962 2.2194 -1.6120 -2.22 1.34 1.66
H -1.8497 0.5803 -2.1209 -1.21 -0.79 -0.55
H 1.9697 0.8231 0.1061 -0.66 0.42 -1.57
H 2.4310 0.9017 1.8161 -0.35 -1.96 -1.80
H 3.1018 -0.5493 0.7254 -0.74 1.74 -0.03
H -1.2163 -1.5543 -0.6436 -0.34 -1.02 0.51
H -0.3266 -2.6743 0.4687 -0.62 -0.89 0.58
H -1.5858 -1.3169 1.0247 -0.57 -0.88 1.18
H -0.4543 1.7255 0.2913 -1.62 -0.02 0.61

---

No. 3
20
Properties=species:S:1:pos:R:3:forces:R:3 method="wB97M-V/def2-TZVPD" charge=0 e_lumo_ev="0.858 / -1.230" gap_ev="6.2481 / 6.5721" spin_multiplicity=3 e_above_lowest_kcal_mol=33.09
B -2.8250 -0.3993 -0.0209 3.18 -1.73 1.02
C 2.3501 -1.0523 -0.0981 -0.42 0.85 -0.23
C 2.3914 0.2270 -0.3903 2.20 3.93 0.21
C 0.0048 -0.8116 -0.0515 1.98 -0.40 0.75
C 1.0508 -1.6167 0.2037 -1.67 1.40 -1.48
C 1.3376 1.2954 -0.0145 0.48 -4.14 0.72
C -1.1714 1.3591 0.4873 0.77 -2.69 1.31
C 0.0153 0.6215 -0.3302 -3.00 1.82 1.85
O -2.4639 0.8151 0.2093 -0.48 2.98 -0.66
O -3.8222 -1.1187 -0.3668 -3.04 -0.86 -0.87
O 0.9032 -2.9345 0.2977 -2.56 -1.82 1.25
H 3.2801 -1.5095 -0.2495 0.74 -1.63 -0.04
H 3.3628 0.7134 -0.7238 -1.08 -0.99 0.41
H 1.4368 1.4330 1.0593 -0.04 0.08 0.32
H 1.5213 2.1969 -0.4754 0.11 1.95 -1.27
H -1.1367 1.2547 1.6045 0.85 0.09 -0.93
H -1.1528 2.3791 0.2503 -0.30 1.49 -0.52
H -0.2887 0.8816 -1.3216 -0.04 -0.32 -1.21
H -4.6823 -0.6841 -0.5267 -0.36 0.11 -0.14
H -0.1113 -3.0500 0.4572 2.67 -0.11 -0.48

---

No. 4
7
Properties=species:S:1:pos:R:3:forces:R:3 method="wB97M-V/def2-TZVPD" charge=0 e_lumo_ev="-0.957 / -0.931" gap_ev="7.9840 / 7.6729" e_above_lowest_kcal_mol=78.04
C -0.1474 -0.6398 1.6317 -0.01 1.18 -1.32
C 0.1253 0.6309 -1.0903 1.54 0.66 0.03
O -0.3336 -0.2244 2.6830 -0.41 0.81 1.89
F 1.3101 0.3018 -1.6497 -0.24 -0.11 0.34
Cl 0.3485 -2.1607 1.1529 0.65 -1.93 -0.47
Br -1.1560 -0.5873 -1.4811 -1.25 -0.69 -0.60
I -0.1469 2.6794 -1.2464 -0.27 0.08 0.13

---

no.,E (Ha)
1,-1090.966684
2,-362.378701
3,-522.524643
4,-3583.077488